Density functional theory data (ωB97M-V/def2-TZVPD) for a 10-piece molecular cluster, C48H114N6O10 overall in a non-equilibrium geometry.

Results
SMILES: CC1(C)CCCC(C)(C)N1O.CC1(C)CCCC(C)(C)N1O.CC1(C)CCCC(C)(C)N1O.CC1(C)CCCC(C)(C)N1O.COC[C@H](C)N.COC[C@H](C)N.CO.CO.CO.CO
HOMO energy: -0.2990 Ha
Energy above the lowest of the compared OMol25 structures with the same formula, charge and spin: 0.00 kJ/mol

ORCA input file:
```
! RIJCOSX wB97M-V def2-TZVPD def2/J DEFGRID3
* xyz 0 1
C -5.443 -4.448 1.908
C -3.902 -4.473 1.922
C -3.412 -5.858 1.545
C -3.452 -3.418 0.903
C -2.014 -2.977 1.000
C -1.682 -2.525 2.431
C -2.127 -3.505 3.528
C -1.044 -4.593 3.663
C -2.197 -2.731 4.846
N -3.481 -4.001 3.247
O -3.931 -4.890 4.252
H -5.863 -5.031 2.726
H -5.861 -3.445 1.859
H -5.785 -4.950 0.996
H -3.815 -6.176 0.582
H -2.328 -5.977 1.501
H -3.758 -6.591 2.279
H -3.549 -3.863 -0.095
H -4.110 -2.547 0.842
H -1.316 -3.762 0.687
H -1.799 -2.122 0.355
H -2.250 -1.596 2.555
H -0.627 -2.291 2.579
H -0.751 -4.960 2.679
H -1.426 -5.373 4.325
H -0.131 -4.218 4.131
H -2.643 -3.332 5.641
H -2.761 -1.795 4.817
H -1.207 -2.444 5.208
H -4.561 -4.364 4.757
C 2.609 6.363 -1.054
C 1.648 6.409 0.162
C 2.307 5.592 1.275
C 1.615 7.901 0.612
C 0.348 8.307 1.332
C -0.876 7.886 0.518
C -0.933 6.365 0.274
C -1.295 5.672 1.602
C -1.978 6.087 -0.770
N 0.354 5.906 -0.256
O 0.366 4.511 -0.405
H 2.580 5.331 -1.417
H 2.223 6.958 -1.883
H 3.616 6.648 -0.760
H 3.098 6.085 1.845
H 1.616 5.227 2.042
H 2.784 4.680 0.899
H 2.443 8.056 1.300
H 1.748 8.516 -0.282
H 0.364 7.758 2.281
H 0.359 9.355 1.631
H -0.927 8.317 -0.487
H -1.805 8.190 1.003
H -1.382 4.584 1.527
H -2.286 5.966 1.959
H -0.569 5.872 2.389
H -2.129 5.033 -1.025
H -1.630 6.501 -1.721
H -2.977 6.423 -0.483
H 0.184 4.351 -1.349
C -6.626 -0.467 -3.059
C -5.887 -1.006 -1.829
C -6.716 -2.167 -1.241
C -4.526 -1.594 -2.257
C -3.442 -0.573 -2.546
C -3.249 0.315 -1.334
C -4.559 0.976 -0.877
C -4.283 1.523 0.536
C -4.844 2.219 -1.786
N -5.639 0.016 -0.824
O -6.821 0.584 -0.298
H -7.552 0.067 -2.848
H -6.008 0.291 -3.559
H -6.754 -1.190 -3.868
H -6.297 -2.390 -0.258
H -7.744 -1.860 -1.027
H -6.780 -2.963 -1.977
H -4.199 -2.240 -1.439
H -4.569 -2.249 -3.132
H -2.573 -1.196 -2.773
H -3.624 0.090 -3.395
H -2.501 1.066 -1.589
H -2.933 -0.300 -0.486
H -3.384 2.141 0.485
H -4.173 0.762 1.312
H -5.075 2.177 0.909
H -4.316 2.150 -2.741
H -4.354 3.111 -1.376
H -5.894 2.486 -1.881
H -6.920 0.132 0.547
C 4.538 -7.159 -0.040
C 3.300 -6.300 0.131
C 2.580 -6.192 -1.235
C 2.388 -7.079 1.110
C 1.246 -6.252 1.678
C 1.786 -4.895 2.201
C 2.643 -4.099 1.240
C 1.724 -3.387 0.219
C 3.448 -3.084 2.098
N 3.648 -5.003 0.685
O 4.617 -4.340 -0.095
H 5.191 -7.247 0.829
H 4.285 -8.147 -0.425
H 5.168 -6.723 -0.825
H 1.582 -5.760 -1.177
H 3.164 -5.516 -1.865
H 2.536 -7.181 -1.689
H 2.022 -8.004 0.669
H 3.016 -7.276 1.987
H 0.404 -6.245 0.978
H 0.809 -6.712 2.568
H 2.360 -5.136 3.099
H 0.933 -4.290 2.515
H 0.887 -4.041 -0.027
H 2.229 -3.130 -0.713
H 1.340 -2.468 0.669
H 4.176 -3.613 2.711
H 2.727 -2.565 2.729
H 3.987 -2.356 1.491
H 5.390 -4.309 0.480
C 5.169 2.307 0.917
O 3.854 2.300 1.443
C 3.771 2.509 2.844
C 3.945 1.175 3.544
C 2.761 0.249 3.253
N 4.214 1.307 4.974
H 5.721 1.458 1.338
H 5.700 3.234 1.144
H 5.197 2.089 -0.150
H 4.478 3.285 3.153
H 2.767 2.896 3.049
H 4.847 0.723 3.123
H 2.827 -0.711 3.764
H 2.597 -0.046 2.213
H 1.830 0.742 3.554
H 4.700 0.490 5.317
H 3.370 1.412 5.523
C 0.636 -1.080 -2.832
O -0.163 0.044 -2.493
C 0.571 1.247 -2.315
C 1.423 1.170 -1.066
C 0.548 1.075 0.173
N 2.338 2.339 -0.951
H 1.323 -0.826 -3.646
H -0.032 -1.856 -3.205
H 1.201 -1.479 -1.988
H 1.197 1.368 -3.207
H -0.131 2.073 -2.198
H 2.060 0.287 -1.146
H 1.045 1.291 1.116
H 0.058 0.096 0.223
H -0.283 1.787 0.113
H 1.693 3.127 -0.841
H 2.888 2.242 -0.091
C 1.307 4.625 -4.228
O 0.176 4.452 -3.403
H 1.965 5.285 -3.659
H 1.906 3.708 -4.274
H 1.219 5.055 -5.225
H -0.538 3.955 -3.815
C 4.853 -0.768 -1.996
O 4.745 -0.382 -3.344
H 3.931 -0.603 -1.430
H 4.944 -1.861 -1.982
H 5.773 -0.423 -1.517
H 4.600 0.577 -3.410
C 4.967 3.675 -3.033
O 4.372 2.402 -2.885
H 5.854 3.524 -3.655
H 4.309 4.421 -3.478
H 5.420 4.019 -2.095
H 3.698 2.422 -2.155
C -0.430 -0.013 -6.108
O -1.644 -0.181 -5.398
H 0.130 0.850 -5.725
H 0.236 -0.874 -6.006
H -0.639 0.201 -7.153
H -1.399 -0.386 -4.487
*
```

Atom charges from the Mulliken analysis, given in e for atoms 1 to 99: -2.01, 2.06, -1.57, -1.33, 1.81, -1.52, 2.07, -1.45, -2.08, 0.29, -0.52, 0.50, 0.28, 0.37, 0.45, 0.03, 0.45, 0.63, -0.24, -0.57, -0.77, 0.37, 0.27, -0.19, 0.44, 0.48, 0.50, 0.40, 0.34, 0.37, -1.29, 1.62, -1.71, -1.12, -0.64, -1.30, 1.89, -1.67, -1.81, -0.42, 0.35, -0.38, 0.56, 0.37, 0.44, 0.27, 0.08, 0.38, 0.38, 0.30, 0.41, 0.38, 0.47, 0.03, 0.49, 0.33, 0.00, 0.43, 0.47, -0.03, -2.00, 1.36, -1.85, -0.54, -0.18, -0.03, 2.04, -1.80, -1.85, 1.28, -0.60, 0.38, 0.35, 0.42, 0.22, 0.40, 0.40, -0.75, 0.77, -0.09, 0.36, 0.28, -0.97, 0.20, 0.27, 0.48, 0.33, 0.39, 0.33, 0.31, -2.04, 1.63, -1.70, -1.55, -0.51, 0.17, 2.09, -1.23, -2.12